# 1
Below is C54H40ClN4O3PtS as an isolated structure, with properties calculated with the ωB97M-V functional and the def2-TZVPD basis.

Results
Highest occupied orbital energy (alpha / beta) (eV): -10.1 / -10.2
Orbital gap (alpha / beta) (Eh): 0.1683 / 0.1719
Total charge: +1

Positions of all 104 atoms, in Å:
Pt (1.03, 0.00, 0.91)
C (5.71, -5.47, -1.61)
C (6.17, -4.25, -1.14)
C (5.27, -3.28, -0.73)
C (3.90, -3.54, -0.76)
C (3.44, -4.76, -1.24)
C (4.35, -5.72, -1.67)
C (2.96, -2.50, -0.29)
C (2.09, -2.83, 0.77)
C (1.88, -4.12, 1.36)
C (0.75, -4.03, 2.11)
C (0.33, -2.67, 2.05)
C (-0.78, -2.07, 2.69)
C (-2.02, -2.77, 2.78)
C (-2.23, -3.90, 1.96)
C (-3.44, -4.58, 2.01)
C (-4.45, -4.13, 2.84)
C (-4.30, -2.96, 3.58)
C (-3.11, -2.27, 3.54)
C (-0.61, -0.73, 3.27)
N (0.03, 0.22, 2.63)
C (0.00, 1.38, 3.42)
C (0.33, 2.61, 2.96)
C (0.23, 3.79, 3.86)
C (-0.98, 4.13, 4.46)
C (-1.05, 5.23, 5.32)
C (0.09, 5.97, 5.58)
C (1.30, 5.64, 4.97)
C (1.36, 4.56, 4.10)
C (0.72, 2.90, 1.59)
C (0.64, 4.19, 0.98)
C (0.93, 4.02, -0.34)
C (1.25, 2.64, -0.52)
N (1.07, 1.98, 0.68)
C (1.76, 2.02, -1.65)
C (2.30, 0.69, -1.68)
C (3.17, 0.16, -2.69)
C (3.58, -1.06, -2.26)
C (2.94, -1.29, -1.00)
N (2.19, -0.20, -0.68)
C (1.84, 2.77, -2.92)
C (1.21, 2.23, -4.05)
C (1.22, 2.92, -5.25)
C (1.87, 4.14, -5.35)
C (2.53, 4.67, -4.24)
C (2.51, 3.99, -3.03)
C (-0.59, 1.01, 4.69)
C (-1.00, -0.27, 4.59)
N (1.19, -1.96, 1.29)
H (6.41, -6.23, -1.93)
H (7.24, -4.05, -1.10)
H (5.63, -2.32, -0.37)
H (2.38, -4.94, -1.31)
H (3.98, -6.66, -2.06)
H (2.49, -4.99, 1.19)
H (0.29, -4.81, 2.70)
H (-1.49, -4.19, 1.23)
H (-3.59, -5.44, 1.37)
H (-5.39, -4.66, 2.87)
H (-5.12, -2.58, 4.18)
H (-3.02, -1.33, 4.06)
H (-1.88, 3.56, 4.24)
H (-1.99, 5.50, 5.77)
H (0.04, 6.82, 6.25)
H (2.19, 6.22, 5.17)
H (2.30, 4.30, 3.63)
H (0.37, 5.10, 1.48)
H (0.91, 4.77, -1.11)
H (3.45, 0.67, -3.60)
H (4.22, -1.75, -2.77)
H (0.69, 1.28, -3.96)
H (0.72, 2.50, -6.11)
H (1.88, 4.67, -6.29)
H (3.06, 5.61, -4.32)
H (3.06, 4.38, -2.19)
H (-0.71, 1.67, 5.53)
H (-1.47, -0.87, 5.35)
C (-4.69, -0.46, -4.99)
C (-4.08, -0.10, -3.66)
C (-3.14, 0.91, -3.55)
C (-2.57, 1.23, -2.33)
C (-2.96, 0.54, -1.20)
C (-3.89, -0.48, -1.27)
C (-4.45, -0.79, -2.51)
S (-2.15, 0.83, 0.36)
C (-2.81, 2.47, 0.68)
O (-2.79, -0.07, 1.39)
H (-4.21, 0.08, -5.80)
H (-5.76, -0.22, -5.01)
H (-4.59, -1.53, -5.19)
H (-2.83, 1.45, -4.44)
H (-1.80, 1.99, -2.27)
H (-4.16, -1.03, -0.38)
H (-5.19, -1.59, -2.58)
H (-3.89, 2.38, 0.81)
H (-2.57, 3.12, -0.16)
H (-2.34, 2.84, 1.59)
Cl (-0.08, -1.32, -3.84)
C (-0.94, -2.47, -2.76)
C (-0.62, -2.30, -1.27)
O (-0.62, -3.34, -0.60)
O (-0.45, -1.12, -0.86)
H (-0.66, -3.47, -3.07)
H (-2.01, -2.32, -2.91)



# 2
Below is C27H33Cl3CoN7S3 as an isolated structure, with properties calculated with the ωB97M-V functional and the def2-TZVPD basis.

Results
Multiplicity: 2
Highest occupied orbital energy (alpha / beta) (eV): -10.1 / -10.1
Orbital gap (alpha / beta) (Eh): 0.2961 / 0.2950
Total charge: +1

Positions of all 74 atoms, in Å:
Co (-0.86, -0.75, 1.59)
N (-3.25, -2.50, -0.26)
C (-3.22, -2.67, 1.08)
N (-2.31, -2.17, 1.88)
C (-2.59, -2.45, 3.21)
C (-3.71, -3.17, 3.42)
S (-4.46, -3.54, 1.91)
C (-1.68, -1.86, 4.19)
C (-1.67, -2.06, 5.52)
S (-0.48, -1.04, 6.24)
C (-0.08, -0.41, 4.68)
N (-0.75, -0.96, 3.69)
N (0.79, 0.61, 4.56)
H (-2.35, -2.30, -0.68)
H (-3.86, -3.10, -0.79)
H (-4.14, -3.48, 4.35)
H (-2.28, -2.72, 6.11)
H (1.40, 0.83, 5.33)
H (1.12, 0.85, 3.63)
C (4.60, -0.70, 2.29)
C (3.53, -1.62, 2.40)
C (2.26, -1.22, 2.12)
C (1.96, 0.11, 1.70)
C (0.61, 0.52, 1.41)
C (0.46, 1.82, 0.96)
C (1.54, 2.72, 0.81)
C (2.81, 2.34, 1.12)
C (3.05, 1.01, 1.57)
C (4.36, 0.58, 1.89)
H (5.61, -1.02, 2.53)
H (3.72, -2.63, 2.72)
H (1.44, -1.93, 2.22)
H (-0.52, 2.19, 0.67)
H (1.35, 3.73, 0.46)
H (3.64, 3.02, 1.04)
H (5.18, 1.29, 1.79)
C (-3.47, 0.96, -2.93)
C (-2.63, 1.84, -3.85)
C (-1.15, 1.45, -3.89)
C (-0.45, 1.61, -2.53)
N (-0.47, 0.38, -1.74)
C (0.46, -0.45, -1.29)
S (-0.09, -1.81, -0.34)
N (1.77, -0.35, -1.46)
C (2.59, 0.51, -2.32)
C (2.44, 0.23, -3.82)
C (2.93, -1.14, -4.28)
C (1.96, -2.29, -4.02)
H (-4.53, 1.20, -3.00)
H (-3.19, 1.10, -1.87)
H (-3.35, -0.10, -3.18)
H (-2.71, 2.89, -3.53)
H (-3.03, 1.80, -4.86)
H (-0.63, 2.04, -4.64)
H (-1.07, 0.40, -4.20)
H (-0.97, 2.37, -1.94)
H (0.57, 1.96, -2.64)
H (-1.40, 0.09, -1.47)
H (2.26, -1.09, -0.99)
H (3.61, 0.31, -2.02)
H (2.40, 1.55, -2.08)
H (3.01, 1.02, -4.33)
H (1.40, 0.36, -4.12)
H (3.90, -1.35, -3.82)
H (3.12, -1.08, -5.36)
H (1.83, -2.51, -2.96)
H (2.32, -3.21, -4.50)
H (0.98, -2.07, -4.44)
Cl (-4.98, 2.84, 2.75)
C (-3.46, 3.03, 1.88)
Cl (-2.39, 4.15, 2.71)
Cl (-3.76, 3.58, 0.22)
C (-2.79, 1.73, 1.81)
N (-2.25, 0.72, 1.73)



# 3
Below is a 14-piece molecular cluster, C43H114O14 overall in a non-equilibrium geometry, with properties calculated with the ωB97M-V functional and the def2-TZVPD basis.

Results
Highest occupied orbital energy (eV): -9.4
Orbital gap (Eh): 0.3606

Positions of all 171 atoms, in Å:
C (0.28, -4.10, -6.36)
C (-0.26, -2.68, -6.36)
O (0.59, -1.90, -5.53)
C (0.16, -0.55, -5.45)
C (1.15, 0.22, -4.57)
H (1.22, -4.19, -6.91)
H (0.40, -4.53, -5.37)
H (-0.43, -4.70, -6.94)
H (-0.23, -2.30, -7.39)
H (-1.27, -2.64, -5.95)
H (0.13, -0.06, -6.43)
H (-0.85, -0.53, -5.02)
H (1.23, -0.24, -3.59)
H (0.87, 1.27, -4.46)
H (2.10, 0.24, -5.10)
C (-4.66, 0.44, 6.17)
C (-5.51, 0.42, 4.92)
O (-4.71, 0.63, 3.77)
C (-5.46, 0.80, 2.60)
C (-4.51, 0.80, 1.42)
H (-3.85, -0.28, 6.12)
H (-4.30, 1.46, 6.34)
H (-5.25, 0.17, 7.05)
H (-5.99, -0.56, 4.84)
H (-6.28, 1.20, 5.01)
H (-6.17, -0.02, 2.45)
H (-6.10, 1.69, 2.61)
H (-4.94, 1.14, 0.48)
H (-4.08, -0.20, 1.33)
H (-3.65, 1.46, 1.60)
C (4.00, 3.45, -3.19)
C (2.53, 3.33, -2.84)
O (1.80, 3.95, -3.88)
C (0.43, 4.11, -3.55)
C (-0.30, 4.73, -4.73)
H (4.21, 3.27, -4.24)
H (4.37, 4.45, -2.97)
H (4.65, 2.74, -2.67)
H (2.21, 2.28, -2.75)
H (2.38, 3.84, -1.88)
H (-0.07, 3.17, -3.26)
H (0.34, 4.75, -2.66)
H (-0.43, 3.97, -5.51)
H (0.20, 5.62, -5.10)
H (-1.30, 4.94, -4.34)
C (4.28, -5.45, -3.12)
C (4.41, -5.47, -1.61)
O (4.23, -4.18, -1.08)
C (4.31, -4.09, 0.32)
C (3.96, -2.68, 0.70)
H (4.60, -6.41, -3.53)
H (3.27, -5.23, -3.44)
H (4.96, -4.74, -3.60)
H (3.65, -6.15, -1.19)
H (5.41, -5.84, -1.36)
H (3.65, -4.82, 0.81)
H (5.36, -4.30, 0.61)
H (4.45, -1.90, 0.12)
H (4.12, -2.51, 1.77)
H (2.88, -2.53, 0.55)
C (0.74, -4.88, -1.21)
C (0.45, -3.39, -1.32)
C (-0.33, -2.95, -2.54)
O (-0.27, -2.97, -0.14)
H (1.25, -5.22, -2.12)
H (-0.16, -5.49, -1.13)
H (1.43, -5.08, -0.39)
H (1.41, -2.86, -1.27)
H (0.26, -3.22, -3.42)
H (-0.57, -1.89, -2.55)
H (-1.25, -3.55, -2.61)
H (0.27, -3.19, 0.64)
C (-5.36, -2.80, -0.04)
C (-3.88, -3.18, 0.04)
C (-3.53, -4.46, -0.66)
O (-3.07, -2.14, -0.57)
H (-5.71, -2.92, -1.07)
H (-5.55, -1.78, 0.28)
H (-5.91, -3.49, 0.60)
H (-3.66, -3.19, 1.12)
H (-2.48, -4.76, -0.55)
H (-3.71, -4.32, -1.73)
H (-4.11, -5.35, -0.40)
H (-2.15, -2.32, -0.32)
C (-0.76, 0.22, -0.05)
C (0.57, 0.93, -0.12)
C (0.80, 1.98, 0.97)
O (1.62, -0.06, 0.09)
H (-1.63, 0.86, -0.24)
H (-0.94, -0.17, 0.96)
H (-0.78, -0.63, -0.73)
H (0.67, 1.37, -1.11)
H (-0.01, 2.71, 0.84)
H (1.73, 2.54, 0.90)
H (0.79, 1.54, 1.97)
H (1.23, -0.76, 0.63)
C (-3.01, 0.59, -3.21)
C (-4.23, -0.29, -3.36)
C (-4.01, -1.65, -4.01)
O (-4.83, -0.49, -2.08)
H (-3.33, 1.51, -2.72)
H (-2.61, 0.91, -4.18)
H (-2.23, 0.10, -2.62)
H (-4.96, 0.25, -3.97)
H (-4.92, -2.24, -3.99)
H (-3.28, -2.15, -3.35)
H (-3.60, -1.58, -5.02)
H (-4.24, -1.05, -1.54)
C (-0.36, 2.99, 3.99)
C (-1.32, 1.81, 3.91)
C (-0.88, 0.67, 4.83)
O (-2.59, 2.33, 4.31)
H (0.69, 2.69, 3.94)
H (-0.45, 3.48, 4.96)
H (-0.53, 3.67, 3.16)
H (-1.45, 1.46, 2.88)
H (0.17, 0.45, 4.65)
H (-1.49, -0.23, 4.71)
H (-1.05, 0.96, 5.87)
H (-3.26, 1.61, 4.24)
C (0.70, -2.77, 4.65)
C (0.20, -3.30, 3.30)
C (-1.12, -2.69, 2.88)
O (1.18, -3.08, 2.28)
H (1.73, -3.03, 4.90)
H (0.03, -3.18, 5.42)
H (0.66, -1.68, 4.70)
H (0.07, -4.37, 3.49)
H (-1.67, -3.35, 2.21)
H (-1.02, -1.65, 2.56)
H (-1.76, -2.55, 3.76)
H (2.00, -3.49, 2.57)
C (-2.13, 3.60, -0.64)
C (-2.11, 5.08, -0.34)
C (-0.85, 5.61, 0.34)
O (-2.23, 5.83, -1.56)
H (-2.10, 3.12, 0.34)
H (-1.27, 3.27, -1.23)
H (-2.99, 3.28, -1.23)
H (-3.00, 5.26, 0.30)
H (-0.73, 5.09, 1.29)
H (-1.02, 6.66, 0.55)
H (0.05, 5.41, -0.24)
H (-2.98, 5.45, -2.04)
C (5.98, 1.97, 0.03)
C (4.81, 1.07, 0.40)
O (4.03, 0.80, -0.75)
H (5.62, 2.96, -0.25)
H (6.49, 1.57, -0.85)
H (6.66, 2.06, 0.87)
H (4.20, 1.52, 1.18)
H (5.19, 0.13, 0.81)
H (3.17, 0.42, -0.47)
C (3.27, 4.40, 2.16)
C (2.61, 5.51, 2.95)
O (3.26, 5.62, 4.23)
H (4.33, 4.59, 2.01)
H (2.75, 4.50, 1.19)
H (3.17, 3.42, 2.62)
H (1.54, 5.33, 3.07)
H (2.77, 6.48, 2.45)
H (2.62, 5.90, 4.89)
C (3.42, -0.25, 3.39)
C (3.54, 0.80, 4.49)
O (2.37, 0.75, 5.28)
H (3.21, -1.25, 3.76)
H (4.37, -0.30, 2.84)
H (2.63, 0.01, 2.68)
H (3.65, 1.77, 4.01)
H (4.46, 0.59, 5.05)
H (2.43, 1.42, 5.97)